Record 1
The molecule C2H7B, computed with ωB97M-V/def2-TZVPD.

Last column: Mulliken charge in e.
CARTESIAN COORDINATES (ANGSTROEM)
B 0.278 0.028 -0.588  0.106
C 0.566 0.430 0.887  -0.924
C -1.194 -0.412 -0.853  -0.831
H 1.303 0.052 -1.388  -0.069
H -1.825 0.537 -0.385  0.228
H 0.659 -0.347 1.711  0.339
H 1.565 0.994 1.236  0.252
H -0.279 0.815 1.456  0.294
H -1.830 -0.673 -1.828  0.270
H -1.579 -1.179 -0.226  0.337

Results
SMILES = CBC
HOMO-LUMO gap = 11.725 eV
highest occupied orbital energy = -10.94 eV
energy above the lowest of the compared OMol25 structures with the same formula, charge and spin = 19.0 kcal per mole



Record 2
A cluster of 2 separate species, C2H7BrN in total, computed with ωB97M-V/def2-TZVPD.

Last column: Mulliken charge in e.
CARTESIAN COORDINATES (ANGSTROEM)
C -1.344 -0.113 0.008  -0.829
C 1.015 0.520 -0.218  -0.591
N 0.064 -0.587 0.003  -0.246
Br 2.838 0.032 0.021  0.018
H -1.368 0.495 0.911  0.379
H -1.501 0.333 -0.877  0.376
H -1.906 -1.011 0.265  0.347
H 1.027 1.252 -1.090  0.369
H 0.731 1.576 1.027  0.320
H 0.262 -1.253 -0.883  0.434
H 0.181 -1.244 0.833  0.423

Results
HOMO-LUMO gap = 10.428 eV
net charge = +1
highest occupied orbital energy = -14.60 eV
energy above the lowest of the compared OMol25 structures with the same formula, charge and spin = 62.6 kcal per mole



Record 3
A cluster of 2 separate species, C2H7BrOP2 in total, computed with ωB97M-V/def2-TZVPD.

Last column: Löwdin spin population.
CARTESIAN COORDINATES (ANGSTROEM)
C 1.217 0.294 -1.174  0.009
C 0.294 0.166 1.024  0.494
O 1.035 -0.348 0.062  0.197
P -2.067 -0.537 0.363  0.188
P -3.998 -1.170 -0.615  0.875
Br -5.274 0.595 -0.148  0.147
H 1.506 1.315 -1.139  0.002
H 0.253 0.048 -1.660  0.004
H 2.003 -0.136 -1.587  0.000
H 0.369 -0.151 1.983  0.039
H 0.143 1.292 0.855  0.018
H -1.458 -1.573 -0.292  -0.003
H -2.111 -1.241 1.627  0.030

Results
HOMO-LUMO gap (spin up / spin down) = 7.378 / 7.639 eV
highest occupied orbital energy (spin up / spin down) = -6.73 / -8.90 eV
multiplicity = 3



Record 4
A cluster of 2 separate species, C2H7BrSi in total, computed with ωB97M-V/def2-TZVPD.

Last column: Mulliken charge in e.
CARTESIAN COORDINATES (ANGSTROEM)
C -1.471 -0.284 -0.322  -0.888
C -0.164 0.384 -0.439  -0.346
Si 1.061 0.482 0.906  0.411
Br 2.187 -1.411 -1.480  -0.320
H -2.344 0.436 -0.196  0.315
H -1.777 -0.548 -1.315  0.321
H -1.514 -1.139 0.411  0.296
H 0.088 0.863 -1.386  0.509
H 2.481 0.893 0.453  -0.057
H 0.744 1.269 2.102  -0.147
H 0.709 -0.946 1.265  -0.094

Results
HOMO-LUMO gap (spin up / spin down) = 7.991 / 5.997 eV
highest occupied orbital energy (spin up / spin down) = -9.62 / -8.83 eV
energy above the lowest of the compared OMol25 structures with the same formula, charge and spin = 95.7 kcal per mole



Record 5
The molecule C2H7Cl2NSi, computed with ωB97M-V/def2-TZVPD.

Last column: Mulliken charge in e.
CARTESIAN COORDINATES (ANGSTROEM)
C -0.861 -0.532 -1.105  -1.153
C -0.193 0.324 -0.059  -0.274
N 0.666 -0.231 1.038  -0.192
Si 2.338 0.191 1.205  0.476
Cl 3.486 -1.025 2.580  -0.256
Cl 3.069 0.021 -0.722  -0.249
H -1.748 -1.018 -0.718  0.319
H -0.978 -0.002 -2.038  0.328
H -0.261 -1.356 -1.428  0.346
H 0.622 0.988 -0.409  0.331
H -1.024 1.000 0.462  0.204
H 0.289 -1.096 1.438  0.227
H 2.465 1.522 1.604  -0.106

Results
SMILES = CCN[SiH](Cl)Cl
HOMO-LUMO gap = 10.373 eV
highest occupied orbital energy = -9.60 eV
energy above the lowest of the compared OMol25 structures with the same formula, charge and spin = 18.7 kcal per mole



Record 6
A cluster of 2 separate species, C2H7ClN2O2P in total, computed with ωB97M-V/def2-TZVPD.

Last column: Mulliken charge in e.
CARTESIAN COORDINATES (ANGSTROEM)
C 0.097 -1.168 -0.489  -0.731
C -0.011 0.862 0.868  -0.706
N -0.897 0.944 -1.631  -0.495
N -0.628 -0.029 0.006  -0.293
O 1.735 1.253 -1.647  -0.636
O 0.052 3.193 -0.893  -0.658
P 0.430 1.984 -1.666  0.908
Cl 0.092 2.462 -3.691  -0.411
H -0.508 -1.847 -1.145  0.240
H 1.019 -0.937 -0.954  0.324
H 0.441 -1.853 0.338  0.316
H 0.930 1.548 0.670  0.290
H -0.779 1.703 1.185  0.231
H 0.455 0.392 1.770  0.343
H -1.777 1.331 -1.232  0.277

Results
HOMO-LUMO gap = 9.069 eV
net charge = -1
highest occupied orbital energy = -5.23 eV
energy above the lowest of the compared OMol25 structures with the same formula, charge and spin = 28.3 kcal per mole



Record 7
The ion C2H7ClO3P with charge +1, computed with ωB97M-V/def2-TZVPD.

Last column: Mulliken charge in e.
CARTESIAN COORDINATES (ANGSTROEM)
C -1.023 -1.402 0.573  -0.180
C 0.689 2.804 -0.020  -0.534
O -1.077 -2.482 -0.464  -0.268
O 0.307 -0.992 0.919  -0.278
O 0.368 1.382 -0.014  -0.174
P 1.356 0.159 0.263  0.432
Cl 1.052 -0.826 -1.706  -0.344
H -0.441 -2.339 -1.176  0.343
H -1.523 -0.579 0.169  0.294
H -1.466 -1.825 1.433  0.375
H 1.682 2.763 -0.085  0.301
H 0.391 3.230 0.958  0.267
H 0.202 3.356 -0.945  0.232
H -0.518 -3.250 0.096  0.533

Results
HOMO-LUMO gap = 10.416 eV
net charge = +1
highest occupied orbital energy = -14.62 eV
energy above the lowest of the compared OMol25 structures with the same formula, charge and spin = 78.1 kcal per mole



Record 8
A cluster of 2 separate species, C2H7ClOSi in total, computed with ωB97M-V/def2-TZVPD.

Last column: Mulliken charge in e.
CARTESIAN COORDINATES (ANGSTROEM)
C 0.593 -0.685 1.831  -0.422
C -1.365 0.250 -1.530  -0.848
O -0.165 -0.126 0.801  0.058
Si 0.052 0.770 -0.446  0.321
Cl 2.899 -0.693 -1.292  -0.638
H 1.600 -0.949 1.331  0.227
H 0.115 -1.535 2.366  0.215
H 0.752 0.126 2.721  0.198
H -1.552 1.063 -2.324  0.300
H -1.005 -0.664 -2.120  0.285
H -2.310 0.299 -0.944  0.328
H 0.385 2.144 -0.392  -0.024

Results
HOMO-LUMO gap = 7.763 eV
highest occupied orbital energy = -8.96 eV
energy above the lowest of the compared OMol25 structures with the same formula, charge and spin = 104.9 kcal per mole



Record 9
A cluster of 2 separate species, C2H7ClSi in total, computed with ωB97M-V/def2-TZVPD.

Last column: Mulliken charge in e.
CARTESIAN COORDINATES (ANGSTROEM)
C -1.442 -0.629 0.527  -0.790
C 2.030 0.373 0.445  -0.592
Si -1.279 0.233 -1.047  0.132
Cl 3.520 0.130 -0.676  -0.201
H -1.045 -1.576 0.377  0.269
H -0.854 -0.142 1.266  0.282
H -2.545 -0.594 0.834  0.274
H 2.303 -0.117 1.348  0.333
H 1.626 1.370 0.318  0.390
H -0.384 -0.520 -1.866  -0.061
H -1.929 1.472 -1.526  -0.036

Results
HOMO-LUMO gap (spin up / spin down) = 9.133 / 6.005 eV
highest occupied orbital energy (spin up / spin down) = -9.25 / -6.65 eV
energy above the lowest of the compared OMol25 structures with the same formula, charge and spin = 131.0 kcal per mole



Record 10
A cluster of 2 separate species, C2H7ClSi in total, computed with ωB97M-V/def2-TZVPD.

Last column: Mulliken charge in e.
CARTESIAN COORDINATES (ANGSTROEM)
C -1.419 -0.284 -0.971  -1.034
C 0.659 -1.567 1.284  -0.894
Si -0.331 -0.105 0.687  0.390
Cl -1.684 0.581 2.048  -0.240
H -1.371 -1.320 -1.283  0.310
H -2.361 0.067 -0.627  0.291
H -1.194 0.299 -1.801  0.361
H 0.059 -2.544 1.057  0.282
H 1.641 -1.673 0.844  0.317
H 0.712 -1.501 2.324  0.305
H 1.051 1.750 0.351  -0.089

Results
HOMO-LUMO gap = 9.391 eV
highest occupied orbital energy = -8.90 eV
energy above the lowest of the compared OMol25 structures with the same formula, charge and spin = 43.0 kcal per mole



Record 11
A cluster of 2 separate species, C2H7FN4 in total, computed with ωB97M-V/def2-TZVPD.

Last column: Mulliken charge in e.
CARTESIAN COORDINATES (ANGSTROEM)
C 3.121 0.698 0.133  -0.665
C -3.705 0.018 0.533  -0.088
N 1.289 -0.833 -0.136  -0.427
N 0.125 -0.799 -0.326  0.948
N 2.311 -0.052 -0.823  -0.270
N -0.965 -1.153 -0.289  -0.742
F -4.278 -0.186 -0.688  -0.287
H 3.710 -0.009 0.765  0.302
H 4.005 1.136 -0.314  0.326
H 2.521 1.574 0.519  0.221
H -4.331 -0.411 1.287  0.182
H -2.739 -0.397 0.448  0.080
H 2.567 -0.696 -1.520  0.280
H -3.631 1.110 0.413  0.139

Results
HOMO-LUMO gap = 9.505 eV
highest occupied orbital energy = -9.12 eV
energy above the lowest of the compared OMol25 structures with the same formula, charge and spin = 68.8 kcal per mole



Record 12
A structure of composition C2H7I2N2O, computed with ωB97M-V/def2-TZVPD.

Last column: Mulliken charge in e.
CARTESIAN COORDINATES (ANGSTROEM)
C -0.880 -1.492 -1.454  -0.176
C 1.589 0.672 -0.260  0.651
N 0.402 -0.022 -0.307  -0.555
N 1.895 1.455 0.804  -0.457
O 2.457 0.767 -1.200  -0.399
I -2.770 -0.472 4.246  -0.046
I -0.760 -0.100 1.422  0.211
H -0.402 -2.427 -1.575  0.284
H -1.665 -1.380 -0.688  0.217
H -0.905 -0.765 -2.192  0.288
H -4.198 0.068 4.565  0.129
H 2.827 1.835 0.853  0.276
H 1.750 1.206 1.770  0.230
H 2.039 0.767 -2.049  0.347

Results
HOMO-LUMO gap = 7.062 eV
net charge = +1
highest occupied orbital energy = -12.94 eV
energy above the lowest of the compared OMol25 structures with the same formula, charge and spin = 70.1 kcal per mole



Record 13
A cluster of 2 separate species, C2H7INO in total, computed with ωB97M-V/def2-TZVPD.

Last column: Mulliken charge in e.
CARTESIAN COORDINATES (ANGSTROEM)
C 0.418 0.032 0.386  0.531
C 0.287 1.284 -0.187  -0.066
N 1.109 -0.946 -0.297  -0.481
O -0.438 2.211 0.329  -0.330
I -3.314 -0.396 0.093  -0.030
H 0.615 -0.246 1.482  0.391
H -0.657 -0.093 0.367  -0.314
H 0.818 1.454 -1.155  0.301
H 1.674 -1.425 0.262  0.227
H 1.561 -0.716 -1.148  0.197
H -4.230 -0.878 -1.175  0.154
H -0.735 2.956 -0.231  0.419

Results
HOMO-LUMO gap = 7.631 eV
net charge = +1
highest occupied orbital energy = -13.51 eV
energy above the lowest of the compared OMol25 structures with the same formula, charge and spin = 62.9 kcal per mole



Record 14
The molecule C2H7IOSi, computed with ωB97M-V/def2-TZVPD.

Last column: Mulliken charge in e.
CARTESIAN COORDINATES (ANGSTROEM)
C -0.957 -1.206 -0.533  -0.852
C -0.801 0.297 -0.836  -0.373
O 0.018 0.996 0.125  -0.193
Si 1.517 0.627 0.835  0.193
I 1.427 2.151 2.763  -0.123
H 0.072 -1.618 -0.456  0.252
H -1.462 -1.381 0.506  0.238
H -1.780 -1.613 -1.254  0.312
H -1.752 0.666 -1.017  0.358
H -0.316 0.509 -1.740  0.322
H 2.516 1.293 0.067  -0.078
H 1.518 -0.719 1.540  -0.058

Results
SMILES = CCO[SiH2]I
HOMO-LUMO gap = 9.930 eV
highest occupied orbital energy = -9.39 eV
energy above the lowest of the compared OMol25 structures with the same formula, charge and spin = 2.0 kcal per mole



Record 15
A cluster of 2 separate species, C2H7N in total, computed with ωB97M-V/def2-TZVPD.

Last column: Mulliken charge in e.
CARTESIAN COORDINATES (ANGSTROEM)
N -6.618 2.251 0.802  -0.627
H -7.146 2.187 -0.036  0.196
H -7.163 1.890 1.631  0.210
H -6.035 3.163 0.674  0.220
C 4.961 -1.198 -0.752  -0.410
C 4.008 -2.067 -0.440  -0.439
H 4.708 -0.132 -1.086  0.198
H 6.054 -1.359 -0.445  0.199
H 3.040 -1.700 -0.521  0.250
H 4.191 -3.035 0.172  0.202

Results
SMILES = C=C.N
HOMO-LUMO gap = 10.800 eV
highest occupied orbital energy = -9.55 eV
energy above the lowest of the compared OMol25 structures with the same formula, charge and spin = 38.4 kcal per mole



Record 16
The molecule C2H7N, computed with ωB97M-V/def2-TZVPD.

Last column: Mulliken charge in e.
CARTESIAN COORDINATES (ANGSTROEM)
C 0.887 0.693 0.561  -0.929
C 0.243 -0.393 -0.165  -0.212
H 2.083 0.823 0.284  0.249
H 0.333 1.713 0.247  0.275
H 0.848 0.548 1.869  0.210
H 0.797 -0.549 -1.059  0.326
H 0.187 -1.292 0.488  0.263
H -1.604 -0.129 0.404  0.265
H -1.459 -1.230 -0.829  0.264
N -1.138 -0.241 -0.540  -0.712

Results
SMILES = CCN
HOMO-LUMO gap = 10.462 eV
highest occupied orbital energy = -9.39 eV
energy above the lowest of the compared OMol25 structures with the same formula, charge and spin = 36.5 kcal per mole



Record 17
A cluster of 2 separate species, C2H7N in total, computed with ωB97M-V/def2-TZVPD.

Last column: Mulliken charge in e.
CARTESIAN COORDINATES (ANGSTROEM)
C 2.644 -0.450 -3.291  -0.910
H 2.073 -0.233 -4.192  0.230
H 3.431 0.239 -3.010  0.217
H 1.918 -0.661 -2.504  0.227
H 3.108 -1.417 -3.520  0.235
C -2.460 0.842 3.396  -0.241
N -3.373 0.223 2.752  -0.451
H -1.984 1.678 2.878  0.227
H -1.852 0.406 4.188  0.212
H -3.505 -0.626 3.304  0.253

Results
SMILES = C=N.C
HOMO-LUMO gap = 11.780 eV
highest occupied orbital energy = -10.58 eV
energy above the lowest of the compared OMol25 structures with the same formula, charge and spin = 26.0 kcal per mole



Record 18
The ion C2H7N2 with charge +1, computed with ωB97M-V/def2-TZVPD.

Last column: Mulliken charge in e.
CARTESIAN COORDINATES (ANGSTROEM)
C -0.278 0.179 0.160  0.540
C 0.954 -0.969 -0.619  -1.098
N -1.176 -0.225 0.985  -0.292
N 0.058 1.445 -0.130  -0.412
H 1.972 -0.613 -0.302  0.348
H 0.536 -1.935 -0.468  0.385
H 0.729 -0.775 -1.599  0.449
H -1.280 -1.201 1.278  0.262
H -1.566 0.389 1.594  0.224
H 0.663 1.431 -1.003  0.298
H -0.614 2.274 0.104  0.296

Results
SMILES = CC(N)=[NH2+]
HOMO-LUMO gap = 12.693 eV
net charge = +1
highest occupied orbital energy = -16.28 eV
energy above the lowest of the compared OMol25 structures with the same formula, charge and spin = 31.7 kcal per mole



Record 19
The ion C2H7N2O with charge +1, computed with ωB97M-V/def2-TZVPD.

Last column: Mulliken charge in e.
CARTESIAN COORDINATES (ANGSTROEM)
C 0.782 -0.875 0.014  -0.038
C -0.850 1.163 -0.020  -0.931
N -0.690 -0.255 -0.258  0.225
N 1.916 -0.354 -0.052  -0.251
O -1.738 -1.065 -0.078  -0.380
H 0.603 -1.869 -0.195  0.385
H -1.937 1.382 0.076  0.383
H -0.513 1.543 0.914  0.332
H -0.304 1.560 -0.968  0.334
H 2.815 -0.918 -0.323  0.328
H 2.295 0.448 0.364  0.261
H -2.379 -0.760 0.526  0.351

Results
SMILES = CN(O)C=[NH2+]
HOMO-LUMO gap = 9.286 eV
net charge = +1
highest occupied orbital energy = -14.25 eV
energy above the lowest of the compared OMol25 structures with the same formula, charge and spin = 112.8 kcal per mole



Record 20
A cluster of 2 separate species, C2H7N2O2 in total, computed with ωB97M-V/def2-TZVPD.

Last column: Löwdin spin population.
CARTESIAN COORDINATES (ANGSTROEM)
N -0.402 0.585 1.862  0.093
C 0.790 0.329 1.072  0.002
O 1.868 0.830 1.467  0.404
O 0.607 -0.393 0.040  0.486
H -0.819 -0.265 2.238  0.000
H -0.149 1.269 2.570  0.006
C -1.587 -0.022 -1.861  0.004
N -0.780 -1.248 -2.176  0.002
H -1.306 0.740 -2.533  0.000
H -1.441 0.290 -0.783  0.002
H -2.646 -0.279 -1.981  0.000
H -0.378 -1.119 -3.111  0.000
H 0.000 -1.331 -1.521  0.000

Results
HOMO-LUMO gap (spin up / spin down) = 9.438 / 4.818 eV
highest occupied orbital energy (spin up / spin down) = -8.88 / -8.87 eV
multiplicity = 2
energy above the lowest of the compared OMol25 structures with the same formula, charge and spin = 0.0 kcal per mole



| no. | F_max (eV/A) |
| --- | --- |
| 1 | 4.6 |
| 2 | 6.3 |
| 3 | 5.7 |
| 4 | 2.1 |
| 5 | 3.6 |
| 6 | 5.4 |
| 7 | 5.7 |
| 8 | 3.8 |
| 9 | 3.6 |
| 10 | 3.8 |
| 11 | 5.2 |
| 12 | 4.6 |
| 13 | 4.6 |
| 14 | 3.4 |
| 15 | 3.4 |
| 16 | 5.3 |
| 17 | 2.3 |
| 18 | 5.3 |
| 19 | 7.9 |
| 20 | 2.8 |